# C9H9O2S2

A molecular structure, C9H9O2S2 at a distorted geometry (ωB97M-V/def2-TZVPD, OMol25).

Cartesian coordinates (Å):
1 C 2.53 -1.31 -0.56
2 C 2.05 -0.28 -1.35
3 C 1.75 -1.79 0.48
4 C 0.81 0.27 -1.11
5 C 0.49 -1.27 0.71
6 C 0.00 -0.23 -0.08
7 C -2.26 -0.36 -1.24
8 C -0.28 2.53 1.22
9 C -1.37 0.27 0.00
10 O -3.18 -1.11 -0.93
11 O -1.82 0.03 -2.30
12 S -2.42 -0.66 1.89
13 S -1.61 1.99 0.08
14 H 3.51 -1.74 -0.74
15 H 2.65 0.10 -2.17
16 H 2.12 -2.60 1.10
17 H 0.43 1.05 -1.74
18 H -0.13 -1.65 1.51
19 H 0.63 1.99 0.99
20 H -0.59 2.33 2.24
21 H -0.14 3.60 1.06
22 H -3.19 -1.17 0.94

Summary:
Charge: -1
Kohn-Sham gap, eV: 7.6
Relative energy (zero: lowest compared OMol25 entry of this formula, charge and spin), eV: 0.9065
Electronic energy, eV: -35245.410

Atom charges from the natural (NBO) analysis, given in e for atoms 1 to 4: number 1, C, carries -0.235; number 2, C, carries -0.244; number 3, C, carries -0.223; number 4, C, carries -0.128



# CBr2Cl2FOP

A molecular structure, CBr2Cl2FOP at a distorted geometry (ωB97M-V/def2-TZVPD, OMol25).

Cartesian coordinates (Å):
1 C -0.81 -0.02 0.35
2 O 0.80 0.01 -1.97
3 F -0.42 0.03 1.60
4 P 0.80 0.00 -0.47
5 Cl 1.55 1.64 0.27
6 Cl 1.62 -1.60 0.31
7 Br -1.72 1.58 -0.04
8 Br -1.82 -1.62 -0.06

Summary:
Kohn-Sham gap, eV: 11.0
Relative energy (zero: lowest compared OMol25 entry of this formula, charge and spin), eV: 0.1196
Electronic energy, eV: -180221.937

Atom charges from the natural (NBO) analysis, given in e for atoms 1 to 4: number 1, C, carries -0.203; number 2, O, carries -1.020; number 3, F, carries -0.337; number 4, P, carries 1.704